108
Properties=species:S:1:pos:R:3:forces:R:3 method="wB97M-V/def2-TZVPD" homo_ev=-9.9 e_tot_ha=-22523.63904 homo_lumo_gap_ev=10.27 charge=0
C 2.453899 -3.347528 2.175403 -0.054 1.470 -0.119
C 3.754832 -3.747963 1.543775 -0.623 -0.214 -0.373
O 3.790217 -4.571844 0.653082 0.014 0.155 0.136
C 5.016559 -3.083914 2.013825 0.337 -0.417 -0.421
H 1.575489 -3.532900 1.559497 0.096 -0.960 0.203
H 2.425344 -2.248602 2.228415 0.378 0.021 0.264
H 2.409014 -3.696950 3.207186 -0.292 -0.258 -0.097
H 5.174211 -3.141413 3.090505 -0.069 -0.122 0.010
H 5.057896 -2.031203 1.730085 -0.204 0.006 -0.069
H 5.767039 -3.641374 1.452219 0.441 0.305 0.371
C 3.979766 1.358304 3.235035 -0.251 -0.817 -0.056
C 2.483408 1.105298 3.192081 0.270 0.730 -0.016
O 1.975698 0.400671 2.344500 0.289 -0.304 0.198
C 1.634672 1.851307 4.180410 -0.368 -0.086 -0.268
H 4.470601 0.397459 3.061620 0.076 0.045 -0.024
H 4.327904 1.755735 4.184994 -0.098 0.181 -0.028
H 4.274641 1.996834 2.400064 -0.030 0.089 0.212
H 0.591246 1.590754 4.005764 -0.025 -0.131 0.256
H 1.712797 2.927967 4.010573 0.305 0.017 0.105
H 1.952458 1.612848 5.194944 -0.108 0.124 0.049
O -2.997669 -5.737478 -2.088538 -0.317 -0.524 0.807
C -2.507939 -4.731540 -2.499767 -0.274 0.045 -1.295
O -3.157442 -3.917165 -3.382184 0.424 0.189 0.249
C -4.513161 -4.239418 -3.661300 -1.203 -0.290 0.575
C -4.713200 -5.436009 -4.552642 0.809 -0.442 -0.986
C -1.109125 -4.276694 -2.311828 0.739 0.448 0.183
H -4.982614 -3.370088 -4.119252 0.380 0.204 0.018
H -5.050103 -4.414025 -2.724775 0.212 0.042 0.115
H -5.745490 -5.778577 -4.606620 -0.079 0.209 0.225
H -4.090938 -6.283226 -4.263292 -0.158 0.051 0.272
H -4.403379 -5.197923 -5.575050 -0.085 0.063 -0.003
H -1.067420 -3.352513 -1.731822 -0.144 0.154 -0.253
H -0.673934 -4.109907 -3.296329 -0.096 0.304 0.023
H -0.448669 -4.983966 -1.820211 -0.483 -0.351 0.148
O 5.451300 2.466725 0.680532 -0.080 0.495 -0.506
C 5.253406 1.897197 -0.372713 0.567 -0.149 1.673
O 4.217651 2.115106 -1.159669 0.081 -0.186 -1.432
C 3.450375 3.312452 -1.067591 -0.314 0.152 1.435
C 2.515774 3.263651 0.129095 -0.565 1.165 0.350
C 6.140206 0.786628 -0.846679 -0.682 -0.212 -0.591
H 2.881428 3.376057 -1.987519 0.140 0.015 -0.170
H 4.079631 4.192928 -0.928721 0.375 -0.246 -0.355
H 2.969427 2.879695 1.040376 -0.014 -0.542 -0.396
H 1.544067 2.838510 -0.110535 0.109 -0.522 0.160
H 2.295582 4.293569 0.439153 -0.082 0.076 -0.311
H 6.569399 0.228704 -0.021116 -0.047 0.138 0.134
H 6.946419 1.214877 -1.441946 -0.032 -0.084 -0.112
H 5.507652 0.138879 -1.463135 0.525 -0.047 -0.093
O -2.711917 3.119368 3.087138 -0.518 -0.136 0.191
C -2.577016 3.546973 1.971820 1.318 0.159 -0.407
O -3.310101 4.510927 1.413981 -0.463 -0.014 -0.103
C -4.527048 4.801759 2.104155 -1.011 0.672 -0.303
C -5.511358 5.539305 1.207656 -0.058 0.031 0.526
C -1.462907 3.121058 1.052700 0.290 -0.390 -0.071
H -4.354629 5.462122 2.954194 0.325 -0.474 0.300
H -4.993664 3.861932 2.376794 0.205 -0.032 0.494
H -6.436886 5.643499 1.781301 -0.053 -0.257 -0.006
H -5.739628 4.962293 0.313818 0.118 0.321 -0.218
H -5.222739 6.577367 1.042308 0.287 -0.186 -0.568
H -0.583460 2.883918 1.649223 0.038 0.140 0.102
H -1.217886 3.858845 0.293305 -0.114 0.099 0.059
H -1.713476 2.184016 0.548718 -0.264 0.093 -0.010
O -1.547672 1.763947 -6.653437 0.339 0.065 0.059
C -1.391253 2.958276 -6.572761 -0.200 -1.258 -0.290
O -0.253362 3.540589 -6.195712 -0.033 0.638 -0.213
C 0.872029 2.749740 -5.845010 1.018 0.548 1.595
C 0.774638 2.277743 -4.381611 -0.594 -1.226 -0.521
C -2.464689 3.942526 -6.836609 -0.128 1.093 0.027
H 1.696550 3.463183 -5.804678 -0.029 0.114 -0.607
H 1.109043 1.992118 -6.586428 -0.338 -0.233 0.111
H 0.117499 1.407026 -4.321218 -0.255 0.189 0.054
H 0.384373 3.052726 -3.724037 0.027 0.146 -0.153
H 1.709064 1.901847 -3.963963 0.291 0.290 -0.273
H -3.328805 3.527557 -7.342238 0.035 -0.338 0.234
H -2.112496 4.786352 -7.431846 0.183 -0.050 0.073
H -2.726179 4.354287 -5.857971 -0.299 0.028 -0.120
Br 0.875500 -1.175453 6.376096 -0.104 -0.069 -0.500
C 0.088713 -1.798297 4.680963 -0.188 0.084 -0.240
C -0.676331 -3.077763 4.983479 0.573 0.667 -0.522
Br -1.503615 -3.739197 3.347158 0.060 -0.170 0.149
H 0.882755 -1.936950 3.949546 0.195 -0.193 0.338
H -0.531723 -1.007360 4.263579 -0.216 0.037 0.413
H -1.479071 -2.874319 5.681282 0.065 -0.295 0.145
H 0.046720 -3.824070 5.294553 -0.363 -0.220 0.290
Br 1.881525 -5.546104 -3.435842 0.328 0.295 0.122
C 2.925388 -3.999351 -2.855831 -0.092 0.969 -0.285
C 2.173850 -3.096543 -1.902134 -0.357 -0.849 0.671
Br 3.371675 -1.664515 -1.271432 -0.341 -0.426 -0.289
H 3.101856 -3.365682 -3.723819 0.411 -0.568 -0.272
H 3.839219 -4.366300 -2.402742 0.007 -0.066 -0.103
H 1.860295 -3.688932 -1.041351 0.177 0.316 0.234
H 1.287313 -2.642239 -2.337143 0.212 0.230 -0.138
Br -3.329533 -0.588338 5.864249 -0.268 0.481 -0.307
C -4.146030 0.678832 4.568859 0.369 -0.192 -0.107
C -5.455813 0.077212 4.070484 0.845 0.508 0.352
Br -6.332768 1.485943 3.006219 -0.005 -0.653 0.218
H -3.382020 0.838133 3.811388 -0.197 -0.333 -0.194
H -4.243020 1.660181 5.025711 -0.290 -0.261 0.442
H -6.068962 -0.205351 4.920943 -0.332 0.258 -0.162
H -5.276314 -0.805560 3.464489 -0.104 0.154 -0.262
Br -0.205675 0.176592 -1.630095 -0.018 -0.032 0.330
C 0.324787 -0.263047 0.196475 0.042 -0.730 0.097
C -0.485766 -1.381391 0.808180 -0.395 -0.266 0.086
Br -2.146685 -0.657438 1.597505 0.406 -0.268 -0.282
H 0.271398 0.625890 0.814482 0.014 0.024 -0.243
H 1.353095 -0.613426 0.157064 0.023 0.315 -0.214
H 0.069688 -1.935656 1.564783 -0.057 0.725 0.527
H -0.755389 -2.210774 0.153387 -0.311 0.510 -0.450